1.
DFT (ωB97M-V/def2-TZVPD) results for a cluster of 11 separate species, C35H53IO32P in total in a non-equilibrium geometry.

```
122
Properties=species:S:1:pos:R:3:forces:R:3:mulliken_charge:R:1
H -8.304511 -4.464335 1.949561 0.244 -0.019 0.012 0.30
O -6.468173 -1.952091 1.163830 0.393 -0.514 0.222 -0.23
O 5.859860 4.651797 5.939978 0.860 -1.677 -0.582 -0.58
H -4.857768 -0.031603 0.397369 1.988 -0.457 -0.390 0.15
O 7.405795 3.470116 4.754833 -0.603 0.261 0.373 -0.33
C 1.555812 -0.439338 -5.333269 -0.026 -0.720 0.943 -0.03
C -2.897730 -6.885623 0.330628 1.055 0.740 0.090 0.23
C -4.757945 -7.971891 -0.272918 -0.479 -0.608 -0.379 0.63
C -7.781665 -2.473087 1.280340 -0.708 0.444 -0.340 -0.38
H -0.502602 2.871936 -6.814900 0.035 0.052 0.013 0.25
H -4.579054 -0.653257 -1.910576 1.547 -0.680 1.145 0.31
C 7.830558 2.118172 4.808903 0.804 -0.411 -0.341 -0.32
H -2.688276 -3.756280 -0.452928 1.072 1.041 -1.259 -0.17
C 4.881891 7.460929 3.603682 -0.137 -0.557 1.007 -0.21
H -3.844823 -7.219010 2.249321 -0.045 -0.023 -0.081 0.27
O -5.518987 -8.670741 -0.909909 0.920 0.889 0.823 -0.66
H -0.631447 0.215379 7.390779 -0.006 0.006 -0.041 0.24
O -5.715672 -3.625617 -2.849175 -0.493 -1.967 -0.572 -0.55
H 3.014293 1.322483 0.083509 -0.077 -0.128 0.186 -0.41
C -2.368275 -1.098143 -2.068081 -1.128 -2.226 0.208 -0.83
O -7.198196 -5.308058 -3.254658 0.527 0.371 0.133 -0.33
C -5.607161 -2.977700 1.417437 2.418 0.284 -0.419 0.49
C -7.072984 -6.563228 -3.902932 -0.672 -0.558 -0.342 -0.40
C 0.373769 3.518685 -6.924001 0.050 -0.795 -0.674 -0.20
O 0.834265 -0.313648 -6.548780 0.290 0.762 -0.892 -0.34
H 1.924352 -0.056721 0.359140 -0.169 0.121 0.186 -0.07
H 1.269614 0.284948 5.935469 -0.099 -0.088 -0.189 0.30
C 6.355213 3.594666 5.614332 -0.963 1.447 0.565 0.70
H 0.469683 1.390451 4.792942 0.015 -0.072 0.085 0.14
H 0.838651 5.390711 -7.908768 -0.031 -0.044 0.052 0.25
H -0.828748 1.864302 6.749243 -0.160 -0.142 -0.075 0.28
H 3.037653 7.678623 2.488639 0.065 0.040 0.028 0.28
H -2.749469 -6.041357 -0.349114 0.034 -0.085 0.129 -0.11
O 0.938132 3.746660 -5.642267 -0.197 0.832 0.365 -0.15
H -3.386030 -0.919092 1.086303 -0.394 0.966 -1.923 0.03
C -7.598871 -3.661065 2.173334 -0.597 -0.520 0.485 -0.43
P -0.305569 -2.585984 0.759228 -0.654 1.633 2.281 0.36
C -1.698129 -3.632099 -1.033639 -0.979 -1.314 0.840 0.20
C 2.293469 0.859325 -5.239821 0.308 0.349 1.145 -0.12
O -1.935571 0.379645 5.815043 0.050 -0.251 -0.335 -0.33
H 3.310523 -0.960293 2.091007 -0.053 0.106 -0.020 0.28
H 1.070267 -3.014780 0.853452 -0.014 -0.111 -0.370 0.00
O 2.470329 1.226058 -6.600550 -0.549 -0.332 -0.923 -0.32
H 4.568674 -0.186886 1.097179 -0.033 0.174 0.178 0.32
O -3.403660 -7.987729 -0.409102 -1.321 -0.481 -0.143 -0.34
H 5.669693 6.076790 -0.693886 -0.160 -0.148 -0.067 0.27
O 4.673290 4.354982 -1.286498 0.128 -0.961 0.119 -0.29
O -2.320898 -1.212029 4.230527 1.319 1.328 1.350 -0.52
C -5.642708 -6.930622 -3.658514 0.429 -1.010 0.056 0.31
H -0.714634 -3.055988 2.067521 0.742 -0.494 0.087 -0.09
H 6.848744 0.520837 5.890015 -0.146 0.200 0.063 0.30
C -0.758940 0.808171 6.479148 0.012 0.455 0.748 -0.33
C -3.975314 -6.629654 1.336066 0.317 0.755 0.937 -0.11
O 5.684630 2.993372 0.189410 -0.561 -0.227 -0.568 -0.34
H 3.301504 8.934889 3.721645 0.100 0.040 -0.225 0.31
O 5.936673 2.377172 6.059474 0.300 0.947 -0.101 -0.30
C 6.221926 4.289476 0.392168 0.740 0.345 0.667 -0.23
I -1.500667 0.914218 -2.336909 -0.322 -0.941 0.071 -0.04
H -1.942971 -7.136720 0.797098 -0.132 -0.034 -0.229 0.34
H 8.664504 2.037135 5.513373 -0.057 0.034 -0.028 0.25
H -0.869407 4.903907 -8.027896 0.053 0.122 0.200 0.33
O 1.247955 0.820367 -8.480920 0.368 -0.231 1.647 -0.58
H -7.296691 -6.435296 -4.966875 0.016 0.029 0.048 0.27
H 3.257472 0.757438 -4.736774 -0.073 0.111 -0.219 0.31
O 2.530222 2.442219 3.740893 0.423 -0.988 -1.081 -0.66
C 5.617032 8.375622 1.698368 1.081 0.490 -1.347 0.65
O 3.874084 0.915038 2.715012 -0.384 0.747 0.525 -0.22
H -5.217339 -7.517881 -4.475468 0.090 0.219 0.088 0.30
C -1.233760 -2.164479 -1.562911 2.188 -0.149 -2.230 0.16
H -1.835002 -4.335117 -1.948412 0.769 0.938 1.383 0.26
H -8.141483 -2.749801 0.284344 0.050 -0.010 0.057 0.26
H -7.677647 -3.403308 3.234312 0.022 0.015 -0.066 0.27
O 0.579735 5.347751 -4.060549 -0.238 -0.693 -2.016 -0.56
O -0.722085 -4.120799 -0.024655 -0.981 1.629 -2.610 -0.48
H 1.710451 1.636433 -4.737023 0.071 -0.108 -0.065 0.17
O -4.410158 -2.930454 1.239833 -2.506 -0.594 0.500 -0.37
C 3.650610 -0.012152 1.662759 0.342 -0.977 -0.434 -0.38
C -5.949521 -4.764673 -3.189344 0.651 1.868 0.583 0.65
H -8.457041 -1.728744 1.708182 0.224 0.037 -0.082 0.30
C 5.215837 5.179766 -0.266892 -0.073 1.044 0.092 -0.10
H 5.955520 1.091221 4.459828 0.014 0.072 0.063 -0.05
O 4.483444 9.058791 2.020873 0.815 -0.231 -0.314 -0.32
H -1.683489 -2.156839 0.646569 0.049 -0.139 0.090 -0.48
C 4.867666 3.063624 -0.899056 -0.771 -1.285 -0.942 0.59
C -3.741591 -0.309038 0.168533 -0.930 0.319 0.737 -0.67
H -4.096257 -2.207117 -1.024757 0.996 2.023 -0.524 -0.53
H 8.161670 1.776085 3.825878 -0.059 0.226 0.080 0.30
H 7.205486 4.344333 -0.084979 -0.085 -0.003 0.000 0.26
O 6.352329 8.662819 0.778731 -1.210 -0.542 1.480 -0.57
H 0.050142 -1.288922 1.350533 0.073 -0.246 0.401 -0.33
C 0.315930 0.545364 5.470835 0.831 0.405 -0.183 -0.15
H -0.696325 -2.409785 -2.579832 -1.008 0.325 1.482 -0.05
O -4.999376 -5.670029 -3.555656 -0.516 0.794 0.121 -0.31
O 1.891331 1.440093 1.797614 0.674 0.452 1.376 -0.33
H 1.093938 3.032549 -7.584509 -0.077 0.123 0.246 0.26
H 6.332142 4.501478 1.457993 -0.039 -0.183 -0.117 0.21
O -0.198317 -0.549134 4.729630 -0.797 -0.110 0.216 -0.26
C -3.745828 -1.109324 -1.229431 -0.386 0.591 0.112 0.57
H 4.527013 6.482360 3.934510 0.236 0.068 -0.086 0.25
C 1.495041 0.597751 -7.314370 -0.271 -0.128 -1.206 0.68
H 5.369181 7.965013 4.444011 -0.021 -0.056 -0.087 0.26
C 3.794272 8.288102 2.992511 -0.918 0.042 0.322 -0.36
C 0.438733 4.930989 -5.189266 0.265 0.615 2.027 0.51
H 0.876752 -0.593767 -4.492180 -0.058 0.016 -0.203 0.00
C 2.593769 0.657766 0.843233 -0.262 -0.429 -1.316 0.80
C -1.553961 -0.523556 4.866142 -1.211 -1.522 -1.583 0.57
C 6.607865 1.396902 5.283779 -0.284 -1.031 -0.189 0.08
O 4.378638 2.099080 -1.445964 0.926 1.602 0.801 -0.60
O -0.239088 5.587268 -6.173138 0.254 -0.229 0.608 -0.34
H -2.645809 -1.445559 -3.152176 0.590 0.809 2.000 0.53
O -5.148788 -7.070984 0.670187 -0.116 -0.829 -0.946 -0.28
O -6.269521 -4.067995 1.898253 0.241 0.352 -0.222 -0.27
O 5.817405 7.326110 2.545202 -0.013 0.534 -0.774 -0.27
H -5.506709 -7.475375 -2.719687 -0.085 0.053 -0.227 -0.24
H -4.053209 -5.573303 1.602758 -0.129 -0.144 -0.114 0.02
C 2.744364 1.668072 2.831195 -0.727 0.769 0.474 0.68
H -3.161691 0.686170 0.175703 -0.779 -1.587 -0.388 0.27
H 4.411728 5.476610 0.413812 0.038 -0.063 -0.036 0.17
H 2.229278 -1.298865 -5.409537 -0.051 0.059 -0.048 0.25
C 0.013969 4.896352 -7.385567 -0.207 0.253 -0.833 -0.40
H -7.769108 -7.289869 -3.478122 0.037 0.228 0.050 0.31
O -0.118123 -1.688537 -0.756802 -1.915 -1.498 -1.408 -0.01
```
Forces are in eV/Å.

Output
- F_max: 0.063 Eh/bohr
- Net charge: -1
- Gap between HOMO and LUMO: 5.985 eV
- Lowest unoccupied orbital energy: 1.84 eV

***

2.
DFT (ωB97M-V/def2-TZVPD) results for a cluster of 2 separate species, C35H53N4O5P2 in total in a non-equilibrium geometry.

```
99
Properties=species:S:1:pos:R:3:forces:R:3:mulliken_charge:R:1
C 4.406061 3.301780 1.966404 0.761 -0.175 0.960 -0.39
H 5.088037 -3.425691 -1.175615 -1.216 -1.944 -0.478 0.26
H -2.794932 -2.643745 4.319913 -0.078 -0.112 -0.151 0.08
H -6.430392 -0.843493 5.305303 0.139 -0.312 0.063 0.37
C -1.976098 3.347076 -2.688900 -0.075 1.339 4.190 0.66
H -3.853293 -2.661221 0.499934 -0.238 -0.045 0.260 0.42
H 1.130629 -2.023066 0.044767 1.504 -1.033 1.409 0.36
H 4.640726 -2.669975 -4.715896 -0.912 -2.393 0.058 0.22
H -1.973519 4.683055 1.715262 0.107 -0.952 -2.461 0.31
C -1.959592 4.328601 0.598231 -0.327 -1.328 -5.502 -0.52
H 3.895308 -4.886379 -0.700690 0.884 1.382 -1.686 0.24
H -2.479480 5.762394 -3.011221 0.600 -2.131 1.753 0.24
H -5.530085 -5.142890 3.084324 0.211 0.053 0.092 0.38
H -5.987241 -2.061669 6.499425 0.015 0.034 -0.188 0.29
H -6.861504 -2.542787 3.727234 0.288 -0.215 0.066 0.28
O 1.218204 3.963292 -2.266799 5.725 -5.314 4.167 -0.49
C 1.697416 1.945976 -4.787482 -0.202 -0.319 0.572 -0.96
H 5.515863 3.299720 1.525879 -2.429 -0.149 0.810 0.37
N 2.271857 -1.206820 -5.180318 0.271 1.001 2.572 -0.34
H -6.552736 -3.717390 5.033565 0.173 0.092 -0.328 0.35
H -1.744879 -2.693581 2.673384 -0.015 -0.002 -0.013 0.16
C -1.714034 2.753637 0.113267 -0.524 2.652 -1.806 -0.09
H 4.510418 2.033594 5.257722 0.143 1.283 -1.008 0.28
H -3.126143 -0.430015 2.646001 -0.041 0.055 0.056 0.11
C -2.327017 -0.736637 1.973685 0.263 0.101 -0.180 -0.98
C -3.564201 -2.948915 1.521012 0.120 -0.140 -0.119 -1.20
C -2.236109 -2.246574 1.805013 0.246 -0.004 0.163 0.04
O 2.265734 0.571016 1.866391 2.900 3.850 -6.351 -0.52
C -1.975499 2.975124 -4.298244 -0.875 0.525 0.320 -0.74
H 4.208702 4.425461 2.284698 0.024 -2.405 -0.880 0.22
C 2.263671 1.528577 -2.018527 0.511 -2.715 -0.067 0.34
H 2.238374 1.627969 -5.784115 -1.159 0.464 2.057 0.49
C -5.804433 -1.730615 5.471839 -0.755 0.460 0.466 -0.64
C -3.766589 -2.728393 4.794054 0.119 0.043 -0.256 -0.34
H -4.861163 -5.199845 4.748429 0.006 0.180 -0.240 0.48
C 4.459581 2.408838 3.339798 -0.348 -0.196 3.156 0.00
H -1.533172 1.125561 -1.698650 -0.399 2.550 0.478 0.22
N -4.810118 -3.270661 3.821221 -0.588 -0.380 0.205 0.30
C 2.068673 3.140308 -1.616349 -2.788 2.312 -2.292 -0.01
C 4.182940 -3.758038 -4.546846 1.305 1.852 -0.327 -0.81
H 4.397387 1.221515 3.234311 0.181 2.682 -0.260 0.19
C -4.339876 -1.417728 5.270460 0.325 0.428 0.015 -0.36
P 3.181124 -3.596905 -2.883613 -0.123 -0.561 -0.090 0.15
C -2.254698 5.416061 -0.631239 0.900 -4.267 -0.174 -0.41
H -4.220389 -0.628553 4.522221 0.129 -0.140 0.078 0.02
C 2.731109 1.204567 0.787166 -1.639 -2.184 2.766 0.13
H -2.439560 6.527235 -0.280199 0.386 -2.474 -1.217 0.28
H 2.019930 3.065011 -4.582907 -0.790 -2.460 -0.025 0.30
C 2.917220 -1.095312 -0.961805 -0.368 2.712 -1.952 -0.26
C 3.394844 2.738287 0.806106 -1.201 1.837 -3.172 0.53
H 4.205645 6.803801 1.237476 -1.501 -0.784 -0.570 0.30
H 3.500464 -4.002697 -5.465628 1.310 0.359 2.027 0.28
C -4.731564 -4.788804 3.742108 0.095 0.633 -0.034 -1.11
C 1.997978 -2.575028 0.608368 -1.003 -1.364 0.379 -0.29
H -3.859881 -1.069271 6.190936 -0.026 -0.113 -0.237 0.53
H -2.402029 1.881360 -4.490327 1.061 2.256 0.597 0.29
C 2.640883 0.521613 -0.737206 -0.156 -1.035 -2.274 0.16
C -6.148612 -2.851165 4.498616 0.111 -0.266 -0.218 -0.43
H 2.727964 -0.497528 -5.795763 -0.927 -0.871 0.631 0.32
H -3.382138 -4.030641 1.467652 -0.176 0.174 -0.003 0.33
C -2.253098 4.916807 -2.212409 0.495 -1.878 2.661 -0.52
H 5.150816 -5.100415 -2.096926 -1.679 1.777 0.927 0.35
C 1.732371 -2.686151 2.227547 -0.281 0.242 0.191 -0.43
O -0.631730 3.152157 -4.937847 -1.103 -2.208 0.854 -0.41
H -1.389499 -0.350023 2.386948 -0.121 0.010 -0.133 0.34
N 4.524603 2.890886 4.628158 -0.374 -2.472 -5.001 -0.63
H -0.365521 1.248588 -3.994286 1.087 1.250 -1.995 -0.20
C 2.398263 -0.692866 -3.733466 -0.020 1.514 1.945 -0.15
O 3.259873 -1.917280 0.233010 -2.280 1.716 -2.953 -0.40
H -5.662144 -3.060262 1.896638 0.072 -0.001 0.297 0.43
H -0.515091 -0.185214 -5.879420 0.269 2.132 -0.856 0.19
H -1.511208 1.977906 0.989043 -0.425 1.686 -2.261 0.11
C 2.115723 0.924179 -3.534824 0.999 -1.179 3.330 0.10
H 5.616657 4.209109 -1.060066 0.145 1.365 0.751 0.29
P 3.736966 5.444024 -0.548362 -0.818 1.366 -1.307 0.32
C 3.051395 3.646693 -0.360913 0.705 -3.534 3.228 -0.22
C -0.337562 0.912022 -6.278135 0.323 -0.537 0.425 -1.08
C 4.428812 -4.313868 -1.571220 1.303 0.290 0.166 -0.87
H 5.898809 5.795939 -1.505022 -0.944 -0.706 1.321 0.31
H -1.327863 1.249241 -6.810668 2.094 -0.489 1.021 0.32
N 5.529778 5.204521 -0.707382 -1.022 -1.137 -0.720 -0.69
C 2.820540 -1.728742 -2.506230 0.192 4.327 0.519 0.26
C -4.784317 -2.649081 2.407076 0.265 -0.246 -0.050 -0.93
O 3.354130 6.427804 0.845000 2.757 -1.340 -0.381 -0.53
C -1.724388 2.263612 -1.468614 -0.534 3.901 0.960 -0.07
H 0.557177 -2.574467 2.376388 2.528 -0.408 -0.223 -0.24
H -1.555056 -2.452452 0.967688 -0.202 -0.086 0.158 0.33
H 1.271298 -1.374422 -5.424992 1.258 0.476 0.247 0.21
H 5.113584 -4.475589 -4.441267 -2.171 1.239 -0.120 0.32
H -3.688926 -3.436348 5.625126 -0.136 -0.022 -0.202 0.47
H 2.100717 -3.714140 2.682718 -0.837 2.079 -1.153 0.34
H 2.033967 -3.682115 0.199592 -0.109 2.156 0.645 0.25
H -3.747361 -5.069198 3.359045 -0.244 0.031 0.026 0.38
H -2.493471 -0.251652 1.005357 -0.059 -0.003 0.190 0.34
C 0.040704 1.841435 -4.947389 0.059 -1.207 0.356 0.94
H 2.229280 -1.840302 2.866023 -0.899 -1.456 -1.572 0.19
H -4.957884 -1.574198 2.511217 0.119 -0.183 0.180 0.58
H 0.584495 0.836178 -7.032196 -2.230 0.431 1.516 0.28
H -2.740603 3.708284 -4.838782 1.881 -1.414 1.210 0.37
```
Forces are in eV/Å.

Output
- F_max: 0.172 Eh/bohr
- Net charge: +1
- Gap between HOMO and LUMO: 6.225 eV
- Lowest unoccupied orbital energy: -3.13 eV

***

Calculated E_tot (hartree), listed in the same order as above: -4412.2020; -2642.1683